1.
C4H6ClN3 | ωB97M-V/def2-TZVPD

Geometry as XYZ:
```
14
Properties=species:S:1:pos:R:3:forces:R:3:lowdin_charge:R:1
Cl -1.51721 1.33752 -1.28646 0.7684 -0.5844 0.0927 0.62
N 1.23565 -0.90005 -1.33051 0.9895 -1.5522 -1.1640 0.18
N 1.14938 1.29935 1.27156 -0.4336 2.3553 3.0569 0.00
N 1.79277 0.47063 0.47226 2.6543 -1.9727 -2.0965 0.05
C -0.47061 0.43132 -0.11399 0.2678 1.2564 1.5646 -0.70
C -1.18563 -0.76218 0.48757 -0.4848 -0.0055 -2.3505 -0.09
C -0.08755 1.34692 1.05973 -0.8925 0.1174 -1.3929 -0.18
C 1.02453 0.03334 -0.43869 -3.7818 1.1164 0.7008 -0.41
H -2.19334 -0.68337 0.77000 -1.7808 1.2717 -0.2801 0.07
H 0.82107 -0.93401 -2.22737 -1.2041 0.4465 -0.5129 0.11
H -0.83373 -0.97772 1.41855 2.0836 -1.0414 2.3270 0.06
H -0.71095 2.06807 1.55616 -0.3461 -0.0769 0.1471 0.11
H -1.20227 -1.59316 -0.18542 0.4932 -0.7688 -0.3083 0.08
H 2.17790 -1.13665 -1.45339 1.6670 -0.5619 0.2161 0.10
```
Positions in Å, forces in eV/Å.

Properties
* strongest force on any atom: 4.00 eV/Å
* relative energy (zero: lowest compared OMol25 entry of this formula, charge and spin): 2.847 eV
* LUMO level: 0.506 eV
* calculated total energy: -21236.0563 eV
* Kohn-Sham gap: 9.6 eV
* E_HOMO: -0.3334 hartree
* SMILES string: C[C@@]1(Cl)C=NN=C1N

---

2.
C24H61Ba2F6HgN5O17S3 | ωB97M-V/def2-TZVPD

Geometry as XYZ:
```
119
Properties=species:S:1:pos:R:3:forces:R:3:lowdin_charge:R:1
Hg -4.55185 6.87085 -4.39875 -0.2805 0.1753 0.3752 0.84
Ba -0.78464 7.74335 1.98018 0.7174 -0.2298 -0.4259 1.82
Ba -6.65144 4.40621 1.64286 -0.0706 -0.4312 -0.9828 1.82
S -1.36036 3.41085 -1.75099 -1.3169 0.6536 2.3969 0.49
S -8.12142 2.66843 -4.09019 -2.0228 -0.2655 2.3143 0.52
S -5.42158 8.55953 -0.69982 0.5850 0.2924 1.8069 0.14
F 0.52304 1.59078 -1.18504 1.1937 0.4311 0.1070 0.14
F -9.06889 0.11547 -4.51924 2.2795 0.9307 -0.3901 0.10
F -7.56061 0.85444 -6.01112 -0.5757 -0.2742 0.5201 0.14
F -1.07287 0.78517 -2.25598 -0.7636 -0.4651 -0.5398 0.15
F 0.31261 2.02605 -3.38773 -0.2562 -0.1748 1.8117 0.11
F -6.84736 0.21718 -4.07079 -1.3856 0.3574 -0.3262 0.11
O -4.31177 9.30302 -0.08640 0.2878 -0.2455 0.3459 -0.36
O -5.63275 9.11986 -2.04651 -0.3634 0.0646 -1.6539 -0.22
O -6.59805 8.49658 0.13825 -0.9092 0.5615 0.5143 -0.34
O -6.93859 3.40570 -4.42497 1.3397 0.0997 -0.5738 -0.28
O -8.28948 2.58821 -2.59456 0.4097 -0.4206 -1.9222 -0.35
O -0.82727 -4.63205 -4.59675 -0.5140 -1.4688 -0.6387 -0.17
O 6.75260 -2.97942 -2.42624 0.0639 -0.4380 2.4524 -0.20
O -6.70122 -0.20639 1.92938 -0.5506 0.5765 0.1109 -0.21
O -2.44796 2.92970 -0.81996 1.9604 0.3664 -1.1749 -0.43
O 4.61311 5.62946 -2.16838 -0.4150 1.6798 -1.2603 -0.06
O -9.31351 3.22331 -4.72283 0.7302 -1.0336 0.1037 -0.25
O -5.05809 7.17668 -0.96351 1.0822 -2.2816 -0.3396 -0.38
O 1.05800 5.42965 4.96256 0.4203 2.3338 -0.5250 -0.22
O 1.64702 -5.68105 2.37326 0.2841 0.6577 -1.1070 -0.19
O 3.37738 6.83622 0.21741 -0.0522 -0.5338 0.9612 -0.11
O -1.87909 3.97032 -2.96584 0.0290 -0.3692 -0.7750 -0.35
O -0.42228 4.34043 -1.07357 -0.2452 -0.8386 -0.0153 -0.43
N 9.35773 -5.73081 -2.50869 -0.5997 -0.4372 1.4029 0.03
N -5.97981 1.30287 4.35822 -0.4892 0.6929 -1.5514 0.02
N 3.87347 -7.38667 1.49209 0.6480 1.7197 -2.1373 0.03
N -2.36760 -2.39035 -5.83780 0.0557 0.2295 0.9275 0.04
N 1.24124 8.26472 5.55060 -0.6764 1.2327 -0.7939 0.00
C -7.98285 -0.77161 1.61461 0.2620 -0.2821 0.2326 -0.08
C 2.94949 -7.72076 2.48261 -0.1367 -1.0621 2.9423 -0.45
C 1.52744 5.93091 6.19744 1.3162 0.4526 0.9678 -0.21
C -2.64720 -3.79672 -6.08334 1.1295 -0.3810 0.0651 -0.45
C -1.35217 -4.64533 -5.91458 -0.6254 0.2429 -0.6320 -0.22
C 0.72949 -5.09109 1.43318 0.5302 0.3546 1.2759 -0.08
C 6.01100 -2.18175 -1.37646 0.2748 -0.9399 -2.3761 -0.06
C -5.20563 0.15525 3.81872 0.1649 0.0658 0.3159 -0.41
C 1.56328 -7.06778 2.40600 0.3727 -1.4147 -0.4754 -0.22
C 7.63617 -5.15474 -4.24377 1.4426 -0.0957 -0.0149 -0.05
C -3.15462 -3.86410 -7.49178 0.2257 -0.3378 -0.3534 -0.08
C 8.47225 -4.71794 -2.99177 -2.4446 1.4229 -1.4314 -0.44
C -6.03629 -0.85966 2.98857 -0.3634 0.4542 1.0588 -0.20
C 7.48060 -4.15056 -1.90776 0.4360 -0.3364 0.0652 -0.19
C -0.30388 1.84326 -2.17274 -1.0075 1.2155 -1.0107 -0.65
C 2.19684 7.33185 6.13312 -0.9389 -0.7426 0.6448 -0.37
C 2.68177 7.92212 7.55819 0.1056 -1.8353 -0.8682 -0.02
C 4.67223 5.08790 -0.88944 0.1596 -0.8896 0.0930 -0.26
C -4.44582 -0.39224 5.01828 0.4471 -1.4700 -0.4255 -0.07
C 4.65636 6.14875 0.17631 0.6324 1.5920 -0.5624 -0.22
C 3.65339 -7.52986 3.86630 -0.0851 -0.5317 0.6665 -0.07
C 0.59790 4.12940 5.02076 -0.1988 -0.8497 -0.4511 -0.12
C 0.08011 -5.73801 -4.49689 0.8880 0.7965 0.9772 -0.11
C -7.88267 0.80028 -4.72279 -0.5266 0.9715 0.6922 -0.55
H 2.32721 5.26744 6.52648 -0.0726 -0.2612 0.3348 0.13
H 3.80589 -6.38082 1.43051 0.3377 0.4896 -0.4866 0.07
H 1.13719 -4.11290 1.17822 -0.1777 0.0922 0.1659 0.08
H -3.41935 -4.20360 -5.43040 0.0735 -0.1697 0.4497 0.13
H -1.56662 -5.64933 -6.28079 -0.5767 -0.4938 0.5953 0.11
H 2.95603 7.15829 8.28582 0.4294 -0.5791 -0.4299 0.07
H -5.02463 -0.77452 5.85906 -0.5786 0.2417 -0.1640 0.09
H 7.31455 -6.19355 -4.16936 -0.3253 0.0765 0.4282 0.07
H 8.09409 -4.01355 -1.01728 0.3391 1.3027 0.1821 0.10
H -0.52684 -4.43277 -6.59411 -0.0391 1.1231 -0.3633 0.13
H 0.95714 -7.42355 3.23913 0.0539 0.0665 0.3958 0.12
H -6.75754 -1.32884 3.65774 -0.3055 -0.0698 0.1510 0.13
H -0.18649 -5.00530 2.01775 -0.5142 0.2687 -0.6460 0.09
H -0.47788 4.15148 5.19488 -0.1600 -0.4576 0.4241 0.08
H 1.08630 -5.37823 -4.71193 0.2223 0.0912 -0.0004 0.08
H -7.85419 -1.83888 1.43436 -0.1195 0.0267 -0.6548 0.10
H -3.24719 -1.93438 -5.64153 -0.3398 0.2929 -0.3716 0.07
H -1.91743 -2.31888 -4.93651 0.5400 0.0198 0.2010 0.06
H -8.43001 -0.20813 0.79570 0.4270 -0.3409 -0.2912 0.09
H 5.31678 -2.76530 -0.77181 0.7338 -0.5167 0.4721 0.07
H -4.00124 -3.18737 -7.60739 0.0460 0.0118 -0.1220 0.08
H 9.99327 -6.12904 -3.18514 -0.0898 0.3096 -0.1700 0.08
H 0.77585 3.68135 4.04317 -0.0334 -0.1270 -0.0176 0.10
H 3.23763 7.21155 -0.65505 0.2723 -0.1208 -0.2851 0.07
H -4.45104 0.51279 3.11810 -0.0089 0.4498 -0.0518 0.13
H 9.86561 -5.22894 -1.79436 0.7168 -0.6488 0.1870 0.07
H 0.07433 -6.07768 -3.46119 -0.0594 -0.0655 -0.0409 0.08
H 6.67791 -1.49762 -0.85178 0.0061 -0.3725 0.2280 0.08
H -3.88595 -1.26764 4.68916 0.4680 0.0457 0.0969 0.09
H 9.09253 -3.84894 -3.21132 -0.3166 0.4770 -0.6678 0.12
H 1.42605 9.13701 6.02502 0.0072 0.5984 -0.4634 0.07
H -6.65280 0.94981 5.02346 -0.2111 0.0247 0.1305 0.08
H -8.72675 -0.73438 2.41044 0.2597 0.3635 0.6319 0.08
H 8.30518 -5.17326 -5.10410 0.1502 0.1012 -0.1762 0.06
H 4.23090 -8.44199 4.01675 0.1643 -0.0577 0.1407 0.07
H 6.83572 -4.91142 -1.46807 -0.7923 -0.2732 -0.8154 0.11
H 5.29016 -1.61081 -1.96172 0.3703 0.3640 -0.2520 0.07
H 4.80300 -7.54829 1.85259 0.1910 -0.2115 -0.1935 0.07
H 3.58197 8.52015 7.41641 -0.3797 0.3325 0.0595 0.08
H 4.38805 -6.72954 3.95501 -0.1914 0.3656 -0.5547 0.07
H 5.39337 6.93369 0.00669 0.2152 0.1110 -1.0536 0.12
H 2.97024 7.21921 5.37335 0.5869 0.2350 0.5300 0.13
H 3.77996 4.46710 -0.80847 0.2000 -0.4643 0.7343 0.13
H 4.15399 5.02536 -2.75649 0.0312 0.0223 -0.0085 0.10
H -0.04747 -6.59399 -5.15955 -0.7819 0.1509 -0.0988 0.08
H 0.27599 8.10122 5.79892 -0.0841 -0.6069 0.5368 0.05
H 1.15112 3.54545 5.75632 -0.2636 -0.1264 0.1515 0.10
H 5.09093 5.89157 1.14228 -1.3039 -0.8886 0.4015 0.12
H -3.76229 0.35097 5.42881 0.1000 -0.0120 -0.1849 0.08
H 3.04078 -7.43782 4.76314 -0.4721 -0.0700 -0.1635 0.07
H 5.60429 4.52389 -0.92484 -0.0315 -0.4274 1.0617 0.13
H -5.34418 1.89523 4.87317 0.0980 -0.1616 0.2684 0.05
H 0.59123 -5.62356 0.49218 0.0802 -0.4267 0.2142 0.09
H -2.31777 -3.52686 -8.10337 -0.2910 -0.0194 -0.4555 0.08
H 0.75273 5.96195 6.96358 -0.3724 -0.1705 0.0577 0.13
H 1.03807 -7.43828 1.52566 0.1093 -0.0375 -0.3416 0.11
H 2.91160 -8.80521 2.37939 -1.1949 -0.1955 0.2912 0.13
H -5.41901 -1.67400 2.60920 0.3580 0.1096 -0.0153 0.14
H 1.89786 8.38132 8.16046 -0.2388 0.6741 -0.7597 0.08
H -3.47167 -4.86966 -7.76825 0.0497 -0.0134 -0.1264 0.08
H 6.81797 -4.49390 -4.53000 0.0289 -0.0002 0.4901 0.07
```
Positions in Å, forces in eV/Å.

Properties
* net charge: +2
* strongest force on any atom: 3.17 eV/Å
* LUMO level: -9.904 eV
* calculated total energy: -122476.4215 eV
* Kohn-Sham gap: 0.9 eV
* E_HOMO: -0.3962 hartree

---

Question: Which of these has the lowest E_HOMO?
Answer: C24H61Ba2F6HgN5O17S3

---

Question: Look up the LUMO level of the first one.
Answer: 0.506 eV